Record 1
33
Properties=species:S:1:pos:R:3:forces:R:3:mulliken_charge:R:1 method="wB97M-V/def2-TZVPD" de_lowest_kcal_mol=38.0 gap_ev=10.27 largest_force_ev_per_a=1.9
C -0.4426 2.8344 -0.7688 0.1 0.6 0.5 -1.149
C -1.5512 1.7885 -0.6271 -0.3 0.4 -0.1 -0.649
C -1.9473 1.3819 0.8063 -0.4 -0.5 -0.4 0.495
C -2.3224 2.5837 1.6797 0.4 0.1 0.0 -1.752
C -0.9860 0.4085 1.5566 -0.7 -0.2 0.4 -0.073
N 0.3687 0.9225 1.8395 0.3 -0.1 0.8 -0.408
C -1.0124 -1.0350 0.9339 -1.0 0.5 0.5 -0.049
O -1.9318 -1.7828 1.2483 0.1 0.6 0.3 -0.705
N -0.1172 -1.5048 0.0485 1.5 0.4 -1.0 -0.121
C 1.0287 -0.8699 -0.6469 -0.4 0.1 0.6 1.287
C 2.3733 -0.9458 0.1537 0.2 0.8 -0.2 -0.690
O 2.7752 0.3455 0.6302 1.0 -1.3 -0.8 -0.602
C 1.2381 -1.4809 -2.0327 -0.2 -0.4 -0.8 -0.081
O 1.9786 -1.1114 -2.9088 -0.1 0.3 0.9 -0.565
O 0.4655 -2.5693 -2.2021 -0.5 -0.2 0.8 -0.491
H -0.2550 3.0747 -1.8226 0.1 -0.3 0.2 0.356
H -0.6879 3.8108 -0.3075 -0.1 -0.5 0.0 0.354
H 0.4790 2.4830 -0.2713 -0.2 0.2 -0.5 0.218
H -2.4996 2.1702 -1.0441 0.5 0.0 -0.2 0.436
H -1.2516 0.9438 -1.2601 -0.3 -0.2 0.3 0.265
H -2.9310 0.8595 0.7033 0.9 -0.2 0.1 0.334
H -3.0374 3.2522 1.1747 0.2 -0.4 0.1 0.370
H -2.7831 2.1940 2.5998 0.2 0.4 -0.1 0.425
H -1.4480 3.2046 1.9155 -0.2 -0.1 0.2 0.392
H -1.4920 0.2679 2.5262 0.0 -0.3 -0.3 0.436
H 0.3343 1.8542 2.3022 -0.2 -0.9 -0.5 0.222
H 0.7774 0.2743 2.5520 -0.3 0.9 -0.7 0.316
H -0.3577 -2.4248 -0.2816 -0.1 -0.1 0.1 0.212
H 0.7782 0.1846 -0.8124 0.3 -0.1 0.0 -0.261
H 2.2535 -1.6614 0.9967 0.1 0.2 -0.6 0.240
H 3.1722 -1.2519 -0.5473 -0.3 -0.1 0.6 0.411
H 1.9883 0.7825 0.9370 -1.0 0.4 0.5 0.460
H 0.6299 -2.9904 -3.0454 0.3 0.1 -0.5 0.371

Record 2
126
Properties=species:S:1:pos:R:3:forces:R:3:mulliken_charge:R:1 method="wB97M-V/def2-TZVPD" de_lowest_kcal_mol=23.3 gap_ev="3.81 / 5.85" largest_force_ev_per_a=2.9 charge=+2 spin_multiplicity=2 s2=0.992
Mn -0.5755 -0.5160 0.5538 -2.3 0.1 1.7 0.127
N -2.5917 0.6472 0.7899 0.4 0.0 -0.1 -0.562
N -3.8079 -0.0598 0.6195 -0.3 0.0 0.4 -0.508
C -3.8434 -1.4222 0.6772 -0.1 0.5 -0.1 0.845
N -5.0384 -1.9877 0.8604 0.2 0.2 -0.1 -0.466
S -2.4956 -2.3656 0.4296 1.3 0.4 0.1 -0.241
H -2.4839 0.9343 1.7782 0.1 -0.3 -0.4 0.455
H -2.6411 1.5013 0.2242 0.1 -0.4 0.1 0.416
H -4.6466 0.4289 0.9256 0.3 0.0 0.0 0.281
H -5.8868 -1.4543 0.9622 0.0 0.0 0.0 0.201
H -5.1001 -2.9925 0.8412 -0.1 0.0 0.0 0.230
O 0.4517 -1.7448 0.9640 -0.7 1.4 -0.6 -0.297
C 1.4269 -2.6838 1.2534 1.7 -1.8 0.2 4.096
C 2.3678 -2.8604 0.0816 0.2 0.1 0.0 -1.218
C 2.0116 -3.2737 -1.1688 0.1 0.0 0.3 -0.432
C 3.1237 -3.4828 -2.0114 0.1 0.0 0.0 -1.319
C 4.3011 -3.2236 -1.3872 0.0 0.1 0.5 -0.616
S 4.0820 -2.7007 0.2318 -0.3 -0.4 -0.3 -0.075
C 0.7123 -3.9941 1.5230 -0.1 0.0 -0.4 -1.327
C -0.3113 -4.1698 2.4050 0.0 0.1 0.0 -0.076
C -0.8225 -5.4822 2.3938 -0.1 -0.1 0.1 -1.106
C -0.1787 -6.2774 1.5029 0.4 0.1 -0.3 -0.603
S 1.0632 -5.4487 0.6587 -0.4 0.0 0.4 0.021
C 2.1977 -2.2353 2.4753 -0.4 -0.1 0.2 -0.806
C 2.8844 -1.0650 2.6226 0.0 -0.1 -0.1 -0.169
C 3.5572 -0.9932 3.8624 0.1 0.1 0.1 -1.299
C 3.3478 -2.0888 4.6385 -0.3 -0.3 -0.2 -0.672
S 2.3234 -3.2385 3.8788 0.2 0.5 -0.2 -0.102
H 0.9920 -3.4760 -1.4531 -0.1 0.0 0.0 1.353
H 3.0489 -3.8340 -3.0246 0.0 0.0 -0.2 0.555
H 5.2943 -3.3028 -1.7819 0.2 0.0 -0.1 0.548
H -0.6936 -3.3839 3.0313 -0.1 0.2 0.1 0.554
H -1.6284 -5.8155 3.0219 -0.2 -0.1 0.1 0.553
H -0.3588 -7.3096 1.2784 0.0 -0.3 0.0 0.498
H 2.9158 -0.2885 1.8756 0.0 0.0 -0.2 0.863
H 4.2053 -0.1833 4.1427 0.1 0.2 0.1 0.625
H 3.7517 -2.2952 5.6091 0.2 -0.1 0.2 0.535
N 0.4570 -0.1496 4.4589 0.0 -0.1 0.2 0.112
C -0.6746 -0.8350 4.6589 0.3 0.5 -0.1 0.423
S -1.7636 -0.9189 3.3816 -0.5 0.0 -0.9 -0.355
N -0.8814 -1.3807 5.8583 0.6 0.1 0.3 -0.041
C -2.0433 -1.9916 6.3912 -0.5 -0.2 0.2 0.545
C -2.8800 -2.8062 5.6425 0.1 -0.1 -0.1 0.158
C -4.0151 -3.3466 6.2239 0.0 0.1 0.1 -0.928
C -4.3134 -3.0964 7.5522 0.0 0.0 0.0 -0.505
C -3.4657 -2.3012 8.3068 0.0 -0.1 0.0 -0.671
C -2.3326 -1.7557 7.7325 0.0 0.0 -0.2 -0.566
H 0.6395 0.2101 3.5286 -0.1 -0.1 0.3 -0.727
H 1.1803 -0.0903 5.1561 0.1 0.0 0.0 0.276
H -0.1778 -1.1787 6.5602 -0.1 0.0 -0.1 0.255
H -2.6530 -3.0272 4.6137 0.0 0.0 0.0 0.311
H -4.6750 -3.9634 5.6321 0.0 -0.1 0.0 0.403
H -5.1955 -3.5242 8.0032 -0.1 0.0 0.0 0.407
H -3.6959 -2.0950 9.3412 0.0 0.0 0.1 0.389
H -1.6795 -1.1346 8.3270 0.1 0.1 0.1 0.375
C -0.6748 1.5213 -2.7218 -0.2 0.2 0.5 -0.080
C -2.0340 1.7267 -3.3556 0.0 0.1 -0.3 -1.090
As -2.0947 2.8347 -5.0601 -0.1 0.2 0.0 0.354
C -0.2311 3.3988 -5.3324 -0.3 -0.3 0.1 0.258
C 0.7547 2.5026 -5.7251 0.0 0.0 0.0 0.084
C 2.0572 2.9348 -5.8991 0.1 -0.1 -0.1 -0.650
C 2.3788 4.2678 -5.7111 0.1 0.1 0.0 -0.622
C 1.3912 5.1749 -5.3644 0.1 0.0 0.0 -0.567
C 0.0900 4.7416 -5.1748 -0.3 0.0 0.1 -0.505
C -2.1332 1.3599 -6.3473 0.0 0.1 0.2 -0.208
C -2.6740 1.6283 -7.6018 0.0 0.3 0.2 -0.523
C -2.7187 0.6472 -8.5763 0.0 -0.1 0.0 -0.678
C -2.2380 -0.6232 -8.3018 0.0 0.0 0.0 -0.677
C -1.6942 -0.8990 -7.0579 0.0 -0.2 0.0 -0.891
C -1.6424 0.0849 -6.0874 0.0 0.1 0.1 0.837
P -0.3545 -0.0606 -1.7289 0.6 -0.2 -1.4 2.434
C 1.3793 -0.2778 -2.2448 0.0 0.0 0.5 0.272
C 1.7326 -0.6328 -3.5439 -0.1 0.0 0.0 0.017
C 3.0678 -0.6914 -3.9017 -0.1 0.1 -0.1 -0.900
C 4.0544 -0.3524 -2.9909 -0.1 0.1 0.0 -0.960
C 3.7069 0.0443 -1.7092 0.1 0.0 0.0 -0.544
C 2.3750 0.0679 -1.3328 -0.2 0.0 0.1 -0.161
C -1.3953 -1.3078 -2.5556 0.0 0.1 0.3 2.042
C -0.9238 -2.4647 -3.1660 0.1 0.2 0.0 -0.751
C -1.8192 -3.3676 -3.7172 0.0 -0.1 -0.1 -1.208
C -3.1830 -3.1300 -3.6721 0.1 -0.1 0.1 -1.050
C -3.6614 -2.0003 -3.0284 -0.1 0.1 0.0 -1.039
C -2.7760 -1.1084 -2.4562 0.2 0.0 -0.1 -1.563
H -0.4233 2.3530 -2.0543 0.1 0.0 -0.1 0.799
H 0.1006 1.4958 -3.4970 0.0 -0.2 0.3 0.054
H -2.7353 2.1820 -2.6524 0.0 0.1 -0.1 0.379
H -2.4681 0.7861 -3.6922 0.0 0.2 0.0 0.251
H 0.5006 1.4702 -5.9280 0.0 0.0 0.0 0.358
H 2.8141 2.2275 -6.2026 0.1 0.0 0.0 0.453
H 3.3963 4.6005 -5.8482 0.1 0.1 0.0 0.413
H 1.6312 6.2219 -5.2630 0.0 0.1 0.1 0.409
H -0.6887 5.4524 -4.9210 0.0 0.0 0.0 0.394
H -3.0682 2.6189 -7.8048 0.0 -0.1 -0.1 0.402
H -3.1355 0.8696 -9.5462 -0.1 0.0 -0.1 0.411
H -2.2971 -1.3996 -9.0497 0.0 0.0 -0.1 0.410
H -1.3051 -1.8841 -6.8412 0.0 -0.1 0.0 0.460
H -1.2075 -0.1537 -5.1229 0.0 0.0 0.0 0.325
H 0.9761 -0.8721 -4.2781 -0.1 0.0 -0.1 0.296
H 3.3369 -1.0007 -4.8992 0.0 0.0 -0.1 0.582
H 5.0923 -0.3875 -3.2848 0.1 0.0 0.0 0.509
H 4.4766 0.3135 -0.9996 0.0 0.0 0.0 0.535
H 2.0829 0.3667 -0.3302 0.2 0.0 -0.1 -0.606
H 0.1377 -2.6569 -3.2190 0.0 0.0 0.0 0.488
H -1.4464 -4.2629 -4.1909 0.0 -0.1 -0.1 0.550
H -3.8681 -3.8331 -4.1195 -0.1 -0.1 -0.1 0.494
H -4.7238 -1.8181 -2.9711 -0.1 0.0 0.0 0.594
H -3.1521 -0.2391 -1.9306 -0.1 0.0 0.0 0.700
C 2.8532 8.3940 6.2032 -0.1 0.4 0.3 -1.130
C 2.3440 7.2923 5.3517 0.4 -1.0 -0.3 0.806
O 1.2498 7.1174 4.9197 -0.5 0.4 0.0 -0.493
S 3.6673 6.0601 5.0521 0.3 0.1 -0.1 -0.291
C 2.8684 4.8767 4.0202 -0.1 0.1 0.2 0.327
C 3.0455 3.5243 4.3136 0.0 0.3 0.1 -0.911
C 2.4019 2.5722 3.5624 -0.3 -0.1 -0.3 0.235
C 1.5538 2.9500 2.5082 0.5 0.5 0.4 0.100
C 1.4206 4.3089 2.1963 0.0 -0.3 -0.1 -0.651
C 2.0842 5.2622 2.9338 0.1 0.0 0.1 -0.582
C 0.8496 1.9629 1.7922 -0.7 -0.8 -0.6 0.335
C 0.2327 1.0738 1.2134 0.1 0.0 -0.2 -0.194
H 2.2851 9.3016 6.0103 0.0 0.0 -0.1 0.328
H 3.9160 8.5543 6.0444 0.0 0.1 0.0 0.375
H 2.6990 8.1283 7.2491 0.0 -0.1 0.0 0.308
H 3.6671 3.2387 5.1494 0.0 0.0 0.1 0.457
H 2.5354 1.5273 3.7915 0.0 -0.1 0.0 -0.019
H 0.7953 4.6051 1.3683 -0.1 0.0 -0.1 0.506
H 1.9805 6.3031 2.6764 0.0 0.1 0.0 0.477

Record 3
49
Properties=species:S:1:pos:R:3:forces:R:3:mulliken_charge:R:1 method="wB97M-V/def2-TZVPD" de_lowest_kcal_mol=0.0 gap_ev=9.25 largest_force_ev_per_a=0.6
C -6.3499 -2.3770 0.0322 0.0 0.0 0.0 -1.450
C -5.0602 -1.6144 0.0199 0.1 -0.1 0.0 1.224
C -5.0588 -0.2310 -0.1127 0.0 0.0 0.0 -1.303
C -3.8761 0.4802 -0.1207 -0.1 0.0 0.0 -0.091
C -2.6428 -0.1561 0.0047 0.1 -0.1 0.0 -1.319
C -1.3678 0.6710 -0.0152 -0.2 -0.1 0.0 3.586
C -1.4052 1.7072 1.1195 0.2 0.1 0.0 -1.567
C -0.1535 2.5810 1.0792 0.0 0.2 0.2 0.439
C -0.0788 3.3086 -0.2619 0.0 -0.1 0.0 -1.622
C -0.0066 2.2795 -1.3885 0.0 0.2 -0.2 0.633
C 1.2358 1.4128 -1.2079 -0.1 0.0 -0.1 -1.918
C 1.1571 0.6843 0.1413 0.2 -0.2 -0.1 3.545
C 2.3488 -0.2667 0.2005 -0.4 0.3 0.0 -1.052
O 2.4764 -1.1812 -0.5941 -0.4 -0.2 -0.1 -0.715
N 3.2867 -0.0494 1.1430 0.4 0.1 0.4 -0.141
C 4.4106 -0.9529 1.2520 -0.1 -0.2 -0.2 -0.736
C 4.7555 -1.5522 -0.1112 0.5 -0.4 0.2 0.688
O 4.9103 -2.7225 -0.3168 0.1 -0.1 0.1 -0.596
O 5.0660 -0.5950 -0.9965 0.1 0.6 -0.2 -0.451
C 1.0955 1.7164 1.2663 -0.1 0.0 -0.1 -2.290
C -0.1102 -0.1832 0.1715 -0.1 0.1 -0.1 -3.046
C -1.2558 1.4012 -1.3631 0.2 0.1 0.0 -1.497
C -2.6497 -1.5384 0.1353 0.1 0.1 0.0 -0.522
C -3.8367 -2.2524 0.1427 -0.2 0.0 0.0 -1.251
H -6.9396 -2.1428 -0.8530 -0.1 0.0 0.0 0.342
H -6.9413 -2.1056 0.9065 -0.1 0.0 0.0 0.309
H -6.1683 -3.4484 0.0571 0.0 -0.1 0.0 0.354
H -5.9985 0.2943 -0.2125 -0.1 0.1 0.0 0.361
H -3.9241 1.5538 -0.2297 0.0 0.1 0.0 0.327
H -1.4711 1.1887 2.0795 -0.1 0.0 0.0 0.416
H -2.2881 2.3405 1.0261 -0.1 0.0 0.0 0.520
H -0.2026 3.3164 1.8910 0.0 -0.1 -0.1 0.306
H 0.8023 3.9542 -0.2886 0.0 0.1 0.0 0.513
H -0.9599 3.9410 -0.3898 0.0 0.1 0.0 0.555
H 0.0519 2.7961 -2.3530 0.0 0.0 0.1 0.338
H 2.1373 2.0301 -1.2408 0.1 0.0 0.0 0.594
H 1.3047 0.6741 -2.0080 0.0 0.0 0.0 0.513
H 3.1885 0.6759 1.8318 -0.1 0.0 -0.1 0.278
H 5.2836 -0.3992 1.6059 -0.1 -0.1 0.0 0.382
H 4.1941 -1.7807 1.9372 0.1 0.1 -0.2 0.326
H 5.2421 -0.9983 -1.8599 0.0 -0.2 0.2 0.332
H 1.9775 2.3628 1.2441 0.1 0.0 0.0 0.705
H 1.0434 1.2192 2.2392 0.1 0.0 0.1 0.562
H -0.1556 -0.7075 1.1298 0.0 -0.1 0.0 0.874
H -0.0302 -0.9248 -0.6245 0.0 -0.1 0.0 0.823
H -2.1390 2.0194 -1.5303 -0.1 0.0 0.0 0.503
H -1.2097 0.6635 -2.1672 -0.1 0.0 0.0 0.454
H -1.7276 -2.0882 0.2304 0.1 0.0 0.0 0.476
H -3.8033 -3.3281 0.2449 0.0 -0.1 0.0 0.291

Record 4
20
Properties=species:S:1:pos:R:3:forces:R:3:mulliken_charge:R:1 method="wB97M-V/def2-TZVPD" de_lowest_kcal_mol=44.9 gap_ev=9.64 largest_force_ev_per_a=2.2
C 0.6938 0.3662 -2.5772 -1.2 -0.2 -0.1 -0.800
C 1.2695 -0.4320 -1.6937 0.1 0.2 -0.1 -0.349
C 1.3696 -0.1642 -0.2465 -0.7 0.0 0.0 0.644
C 1.9290 0.8986 0.3130 -0.2 0.1 0.5 -0.888
O 0.7122 -1.1695 0.4035 0.3 -0.7 0.0 -0.514
H 0.0563 1.1857 -2.2754 0.5 0.5 0.3 0.342
H 0.5333 0.1166 -3.6157 0.5 -0.3 -0.1 0.289
H 1.6579 -1.3945 -1.9881 0.3 -0.1 -0.2 0.313
H 1.9897 1.0122 1.3890 -0.2 -0.1 0.0 0.274
H 2.2640 1.7327 -0.2681 0.4 0.0 -0.4 0.318
H 0.7933 -1.1808 1.3654 0.2 0.5 0.0 0.359
O -1.0331 2.0047 2.0099 0.0 0.1 -0.2 -0.633
H -1.0979 2.6197 1.2737 0.0 0.1 0.1 0.312
H -0.8475 1.1531 1.5951 0.0 -0.1 0.2 0.347
O -0.9954 -0.7764 2.5885 0.4 -0.1 -0.1 -0.640
H -1.6478 -0.4608 3.2183 -0.1 -0.1 0.0 0.293
H -1.3959 -1.4680 2.0546 -0.3 0.0 0.1 0.328
O -2.4750 -0.8972 -1.7410 -1.6 0.8 0.2 -0.622
H -2.0570 -0.0640 -1.5556 0.0 0.7 0.2 0.304
H -1.7352 -1.4473 -1.8427 1.6 -1.5 -0.3 0.323

Record 5
83
Properties=species:S:1:pos:R:3:forces:R:3:mulliken_charge:R:1 method="wB97M-V/def2-TZVPD" gap_ev=4.48 largest_force_ev_per_a=2.4 charge=+2
Ga 3.2346 -0.7695 -0.2749 0.0 2.2 1.1 1.026
C 5.1564 3.0748 0.5065 -0.1 0.0 0.1 -1.485
C 4.8564 1.6979 0.0418 -0.9 0.1 0.6 0.744
N 3.8369 1.0383 0.4833 0.6 -1.5 -1.6 0.623
N 2.9882 1.4021 1.4269 -0.7 1.1 0.8 -1.156
C 2.3367 0.3603 1.9306 0.5 0.9 0.0 0.317
O 2.5790 -0.8585 1.5790 0.4 -1.1 -1.0 -0.777
C 1.3455 0.6334 2.9550 -0.4 -0.2 0.2 0.709
C 0.8126 1.9177 3.0920 0.1 -0.1 0.0 -0.162
C -0.0633 2.1857 4.1216 0.1 0.0 0.1 -0.875
C -0.4033 1.1826 5.0207 0.1 0.0 0.0 -0.424
C 0.0780 -0.1072 4.8514 0.0 0.0 0.1 -0.969
C 0.9441 -0.3911 3.8160 0.2 0.1 -0.2 -0.178
C 5.7372 0.9027 -0.8267 0.4 0.0 -0.2 0.872
C 6.9465 1.3747 -1.3375 -0.5 -0.2 0.2 -0.820
C 7.8100 0.4851 -1.9597 -0.1 -0.3 0.0 -0.349
C 7.4502 -0.8506 -2.0687 -0.1 0.2 0.0 -0.845
C 6.2015 -1.2340 -1.6023 0.3 -0.5 -0.3 0.057
N 5.3796 -0.3858 -1.0038 -1.3 -0.5 0.2 -0.133
H 4.2650 3.6874 0.3850 -0.1 0.1 0.0 0.346
H 5.3811 3.0466 1.5733 0.0 0.1 0.1 0.347
H 5.9811 3.5416 -0.0164 0.1 0.0 0.0 0.425
H 1.1106 2.6855 2.3966 0.0 0.1 0.0 0.513
H -0.4583 3.1829 4.2423 0.0 0.1 0.0 0.460
H -1.0278 1.4098 5.8711 -0.1 0.0 0.0 0.550
H -0.1994 -0.8837 5.5467 0.0 -0.1 0.1 0.463
H 1.3537 -1.3819 3.6873 0.0 -0.1 0.0 0.540
H 7.2220 2.4127 -1.2379 0.0 0.0 0.1 0.335
H 8.7620 0.8300 -2.3313 0.1 0.0 -0.1 0.478
H 8.1167 -1.5754 -2.5051 0.0 -0.1 -0.1 0.432
H 5.8556 -2.2577 -1.6871 0.1 0.0 -0.1 0.476
C -0.3959 0.7619 -0.4530 0.8 0.0 0.4 -0.356
C -1.7430 0.5306 -1.0845 -0.7 0.0 0.0 -1.413
As -3.1182 1.8828 -0.4178 0.2 0.0 0.1 0.417
C -3.2758 1.2713 1.4460 0.2 0.0 -0.2 0.369
C -3.1254 2.1877 2.4824 0.0 0.1 -0.3 -0.518
C -3.2984 1.7963 3.7994 -0.2 -0.1 0.0 -0.639
C -3.6078 0.4786 4.0918 0.0 0.1 0.0 -0.588
C -3.7566 -0.4420 3.0665 0.0 -0.1 0.0 -0.651
C -3.6071 -0.0452 1.7503 0.1 -0.1 -0.1 -0.398
C -4.7470 1.0104 -1.0587 -0.1 0.0 -0.1 0.096
C -4.7889 -0.0508 -1.9562 0.3 0.1 0.1 0.225
C -6.0012 -0.5864 -2.3547 -0.2 0.0 -0.1 -0.733
C -7.1888 -0.0485 -1.8842 0.1 -0.1 0.0 -0.419
C -7.1628 1.0281 -1.0108 0.0 -0.1 0.0 -0.716
C -5.9514 1.5481 -0.5969 0.4 0.2 0.1 -0.432
P 0.7141 -0.6469 -0.9730 0.3 -0.5 -0.7 0.604
C 0.7339 -0.6391 -2.7860 0.2 0.0 0.3 0.876
C -0.2778 -1.2016 -3.5632 0.0 0.0 0.1 -0.354
C -0.2072 -1.1107 -4.9435 0.0 0.0 0.0 -0.754
C 0.8581 -0.4657 -5.5543 0.0 0.0 0.1 -0.629
C 1.8655 0.0939 -4.7822 0.0 0.1 -0.1 -0.763
C 1.8026 0.0071 -3.4048 0.0 0.0 0.2 -0.853
C -0.0449 -2.1676 -0.3658 0.3 0.2 0.0 0.948
C 0.1684 -3.3572 -1.0626 0.1 0.1 0.0 -0.791
C -0.3976 -4.5310 -0.6010 0.1 0.0 -0.1 -0.746
C -1.1546 -4.5283 0.5602 0.0 0.1 0.0 -0.692
C -1.3507 -3.3479 1.2606 0.0 0.0 0.1 -0.931
C -0.7939 -2.1657 0.8113 0.2 0.2 -0.1 -0.480
H -0.4429 0.7713 0.6388 0.1 0.0 0.0 -0.101
H 0.0563 1.6992 -0.7876 0.1 -0.1 0.1 0.695
H -2.1372 -0.4574 -0.8441 0.0 0.0 -0.1 0.398
H -1.6911 0.6548 -2.1669 -0.1 0.0 0.0 0.897
H -2.8915 3.2197 2.2499 0.0 0.0 0.0 0.437
H -3.2122 2.5209 4.5957 0.0 0.1 0.1 0.575
H -3.7512 0.1699 5.1152 0.0 0.0 0.1 0.473
H -4.0174 -1.4657 3.2935 0.0 -0.1 0.0 0.462
H -3.7702 -0.7595 0.9517 0.0 -0.1 0.0 0.475
H -3.8734 -0.4684 -2.3566 0.0 -0.1 0.0 0.329
H -6.0199 -1.4227 -3.0391 0.0 0.0 -0.1 0.402
H -8.1313 -0.4647 -2.2030 -0.1 0.0 0.0 0.397
H -8.0873 1.4619 -0.6604 0.0 0.0 0.1 0.403
H -5.9279 2.3927 0.0837 -0.1 0.0 0.0 0.369
H -1.1041 -1.7141 -3.0917 -0.1 0.0 0.0 0.502
H -0.9833 -1.5520 -5.5488 -0.1 0.0 0.0 0.455
H 0.9108 -0.4069 -6.6303 0.0 0.0 -0.1 0.432
H 2.6979 0.5929 -5.2523 0.1 0.1 -0.1 0.460
H 2.5873 0.4495 -2.7899 0.0 0.0 -0.2 0.227
H 0.7712 -3.3526 -1.9621 0.0 -0.1 -0.1 0.467
H -0.2507 -5.4467 -1.1491 0.0 -0.1 -0.1 0.461
H -1.5865 -5.4468 0.9232 -0.1 -0.1 0.0 0.461
H -1.9397 -3.3434 2.1635 -0.1 0.0 0.1 0.535
H -0.9386 -1.2543 1.3765 -0.1 0.0 0.0 0.569